The following is a quantum chemistry calculation of a molecular structure, C23H22Cl3CrFNO3SeSi at a distorted geometry, from the Open Molecules 2025 dataset.

Last column: Mulliken charge in e.
Geometry (Å):
Cr -1.26 0.84 1.11  0.315
C 5.54 1.12 3.42  -1.971
C 5.51 0.19 2.20  0.649
C 6.32 0.65 0.99  -1.007
C 6.27 -0.46 -0.07  -0.810
C 4.88 -0.85 -0.40  0.860
C 4.60 -1.33 -1.67  -0.575
C 3.28 -1.73 -1.97  0.034
F 3.02 -2.32 -3.10  -0.339
C 2.27 -1.47 -1.08  -0.933
C 2.48 -0.82 0.13  0.401
C 1.37 -0.39 0.96  1.315
O 0.23 -0.44 0.48  -0.942
C 1.74 -0.02 2.29  -0.519
C 3.05 0.18 2.60  -0.258
N 4.09 -0.01 1.72  0.179
C 3.82 -0.56 0.51  -0.233
C 0.69 0.05 3.38  0.637
O 1.09 -0.16 4.53  -0.734
O -0.51 0.31 3.02  -0.447
H 6.53 1.31 3.75  0.437
H 5.13 0.64 4.30  0.556
H 5.04 2.05 3.21  0.385
H 5.87 -0.79 2.57  0.152
H 7.38 0.76 1.28  0.320
H 5.96 1.52 0.53  0.378
H 6.89 -1.29 0.23  0.360
H 6.81 -0.06 -0.94  0.385
H 5.52 -1.39 -2.37  0.302
H 1.28 -1.79 -1.19  0.752
H 3.25 0.42 3.64  0.520
C -8.23 -0.74 -0.88  -1.471
C -6.76 -0.40 -1.13  0.516
C -5.69 -1.25 -0.75  -0.997
C -4.39 -1.00 -1.14  0.787
C -3.33 -2.05 -0.71  -1.549
C -4.09 0.17 -1.79  0.427
Se -2.24 0.27 -2.44  -0.174
C -5.09 1.09 -2.06  1.209
C -4.77 2.37 -2.66  -1.635
C -6.40 0.76 -1.70  -0.817
H -8.76 -0.95 -1.80  0.312
H -8.79 -0.01 -0.35  0.363
H -8.29 -1.64 -0.31  0.405
H -6.03 -2.20 -0.29  0.136
H -3.82 -2.95 -0.36  0.392
H -2.72 -1.57 0.05  0.163
H -2.73 -2.32 -1.52  0.436
H -4.00 2.29 -3.39  0.413
H -4.33 3.00 -1.85  0.248
H -5.67 2.88 -3.05  0.323
H -7.19 1.38 -2.06  0.311
Cl 1.13 1.80 -2.03  -0.364
Si -0.93 1.88 -1.27  0.315
Cl -3.41 1.44 1.64  -0.579
Cl -1.61 3.61 -2.21  -0.340

Properties
Charge: -1
2S+1: 5
HOMO-LUMO gap (alpha / beta), eV: 6.34 / 6.54
<S²>: 6.02

The following is a quantum chemistry calculation of 8 unconnected molecules or ions with the total composition C56H87F4I2N2O19P2S at a distorted geometry, from the Open Molecules 2025 dataset.

Last column: Mulliken charge in e.
Geometry (Å):
C 7.20 -3.78 2.33  -1.272
C 6.73 -2.85 1.12  -0.373
C 5.69 -1.80 1.67  -0.176
C 6.11 -0.33 1.22  -0.814
C 5.16 0.78 1.88  -0.590
C 4.50 1.79 0.89  -1.003
P 2.89 1.29 -0.02  1.903
N 2.52 0.03 1.23  -0.343
C 1.92 0.53 2.26  -0.498
S 2.09 0.54 3.94  -0.273
C 3.02 2.60 -1.46  -2.343
I 4.12 4.43 -1.01  0.027
C 1.69 3.09 -2.13  0.180
C 1.04 4.44 -1.63  -0.566
I 2.30 3.64 -4.21  0.028
P 1.48 2.43 1.17  0.317
O -0.09 2.45 0.60  -0.583
O 2.02 3.88 1.81  -0.515
O 3.99 0.32 -0.99  -0.698
C 3.47 -0.94 -1.35  0.263
C 4.20 -1.81 -2.42  0.298
F 3.48 -2.93 -2.82  -0.157
F 5.33 -2.36 -1.76  -0.352
C 4.76 -1.09 -3.69  0.330
F 5.82 -1.90 -4.18  -0.356
F 5.32 0.14 -3.47  -0.236
C 1.86 -0.80 -1.40  0.962
C 1.22 -2.10 -0.70  -0.615
C 0.12 -1.81 0.39  0.346
C -1.36 -2.19 0.03  -1.310
N -1.54 -3.50 -0.63  0.148
C -2.72 -3.55 -1.52  -0.953
C -3.99 -2.82 -0.98  -0.007
C -4.26 -1.46 -1.48  -0.016
C -5.37 -0.64 -1.03  -1.036
C -6.28 -1.18 -0.03  -0.291
C -6.04 -2.54 0.45  -0.851
C -4.92 -3.35 0.00  1.092
O -4.72 -4.62 0.53  -0.515
C 1.19 -0.91 -2.85  0.033
C -0.39 -0.71 -2.78  -0.248
C 1.72 0.14 -3.89  -0.120
C 1.62 -0.46 -5.36  -2.187
O 1.54 0.46 -0.83  0.497
H 6.30 -4.29 2.74  0.283
H 7.65 -3.15 3.14  0.310
H 7.95 -4.54 2.00  0.402
H 7.67 -2.32 0.79  0.277
H 6.37 -3.48 0.27  0.226
H 5.80 -1.80 2.79  0.393
H 4.62 -2.03 1.46  0.060
H 7.16 -0.22 1.63  0.594
H 6.21 -0.22 0.11  0.164
H 5.90 1.41 2.47  0.533
H 4.54 0.31 2.68  -0.141
H 5.26 1.90 0.07  0.421
H 4.38 2.75 1.47  0.555
H 3.63 2.09 -2.25  1.179
H 0.87 2.35 -2.29  -0.154
H -0.06 4.39 -1.85  0.370
H 1.41 5.33 -2.21  0.590
H 1.15 4.67 -0.55  -0.230
H -0.66 2.71 1.36  0.308
H 2.31 3.82 2.74  0.343
H 3.70 -1.54 -0.41  -0.440
H 4.00 -1.09 -4.50  -0.109
H 2.01 -2.74 -0.21  0.514
H 0.75 -2.79 -1.46  0.130
H 0.09 -0.76 0.78  -0.149
H 0.38 -2.44 1.30  -0.083
H -1.80 -1.32 -0.52  0.027
H -1.92 -2.24 1.01  0.479
H -1.68 -4.20 0.11  0.440
H -3.00 -4.64 -1.60  0.603
H -2.44 -3.23 -2.55  0.334
H -3.53 -1.06 -2.22  0.204
H -5.45 0.39 -1.46  0.339
H -7.12 -0.55 0.33  0.521
H -6.77 -2.93 1.20  0.134
H -5.44 -4.77 1.18  0.302
H 1.33 -1.92 -3.31  0.690
H -0.77 -0.26 -3.74  0.601
H -0.89 -1.70 -2.66  -0.822
H -0.68 0.02 -1.98  -0.059
H 0.98 0.99 -3.90  0.217
H 2.72 0.60 -3.67  0.627
H 2.15 -1.46 -5.42  0.229
H 2.00 0.24 -6.14  0.349
H 0.53 -0.72 -5.50  0.369
O -0.12 -4.46 3.26  -0.561
C 0.52 -4.25 4.25  0.385
O 1.07 -5.24 5.01  -0.399
C 1.68 -4.67 6.18  -0.507
C 1.95 -3.22 5.82  -0.248
C 0.81 -2.90 4.86  0.864
H 0.98 -4.76 7.01  0.263
H 2.59 -5.21 6.42  0.333
H 1.99 -2.57 6.68  0.196
H 2.90 -3.15 5.28  0.136
H -0.08 -2.56 5.39  0.216
H 1.11 -2.18 4.10  -0.665
O -7.88 1.21 0.82  -0.602
C -8.16 1.69 1.88  0.517
O -8.58 2.97 2.04  -0.305
C -8.73 3.26 3.44  -0.484
C -8.89 1.91 4.11  -0.565
C -8.06 1.00 3.22  -0.374
H -7.83 3.78 3.78  0.279
H -9.59 3.90 3.59  0.323
H -8.58 1.91 5.15  0.327
H -9.94 1.60 4.07  0.281
H -7.01 0.98 3.53  0.265
H -8.47 0.00 3.17  0.306
O -1.69 -7.45 -3.29  -0.597
C -0.53 -7.25 -3.03  0.346
O 0.45 -8.17 -3.22  -0.372
C 1.69 -7.66 -2.70  -0.507
C 1.52 -6.15 -2.69  -0.395
C 0.04 -5.99 -2.41  0.363
H 1.85 -8.07 -1.70  0.262
H 2.51 -7.97 -3.35  0.350
H 2.16 -5.66 -1.95  0.243
H 1.76 -5.74 -3.67  0.256
H -0.18 -5.99 -1.35  0.097
H -0.37 -5.10 -2.89  -0.067
O 1.59 -0.57 6.69  -0.462
C 1.06 0.32 7.27  0.386
O 1.71 1.19 8.10  -0.378
C 0.76 2.07 8.71  -0.518
C -0.45 2.06 7.80  -0.480
C -0.42 0.64 7.24  -0.201
H 0.53 1.70 9.71  0.261
H 1.19 3.07 8.80  0.337
H -1.38 2.31 8.31  0.315
H -0.31 2.77 6.99  0.223
H -0.95 -0.06 7.89  0.282
H -0.81 0.60 6.23  0.193
O -0.44 7.79 4.65  -0.618
C -0.28 7.46 3.51  0.371
O -0.42 6.19 3.06  -0.343
C -0.04 6.12 1.67  0.424
C -0.18 7.54 1.15  -0.563
C 0.16 8.37 2.38  -0.372
H 0.98 5.75 1.61  -0.306
H -0.70 5.43 1.14  0.241
H 0.45 7.75 0.29  0.392
H -1.22 7.73 0.86  0.261
H 1.24 8.54 2.47  0.239
H -0.38 9.31 2.40  0.321
O 1.01 1.97 -9.21  -0.587
C 1.06 0.78 -9.31  0.396
O 1.02 -0.08 -8.26  -0.212
C 1.21 -1.42 -8.71  -0.375
C 0.84 -1.40 -10.18  -0.576
C 1.23 0.00 -10.60  -0.357
H 2.26 -1.69 -8.56  0.245
H 0.58 -2.10 -8.14  0.327
H 1.32 -2.19 -10.76  0.330
H -0.25 -1.53 -10.29  0.267
H 2.28 0.05 -10.91  0.259
H 0.58 0.39 -11.38  0.284
O -3.41 5.35 -0.26  -0.637
C -4.52 4.97 -0.47  0.462
O -5.38 4.55 0.50  -0.382
C -6.59 4.06 -0.10  0.249
C -6.64 4.71 -1.47  -0.646
C -5.17 4.83 -1.83  -0.376
H -6.53 2.97 -0.15  -0.172
H -7.44 4.34 0.52  0.248
H -7.23 4.13 -2.19  0.338
H -7.09 5.70 -1.39  0.306
H -4.79 3.93 -2.31  0.249
H -4.98 5.71 -2.44  0.338

Properties
Charge: -1
HOMO-LUMO gap, eV: 6.22

The following is a quantum chemistry calculation of 3 unconnected molecules or ions with the total composition C23H50N3SSi at a distorted geometry, from the Open Molecules 2025 dataset.

Last column: Mulliken charge in e.
Geometry (Å):
C -1.37 1.89 1.06  -1.074
Si 0.24 1.06 0.34  0.310
C 1.67 1.65 1.48  -0.518
C 0.44 1.85 -1.43  -0.926
C 0.10 -0.85 0.17  0.650
C -1.33 -1.47 0.44  -0.459
C -1.53 -3.01 0.33  -0.140
C -0.27 -3.86 -0.01  -0.745
C 1.06 -3.14 -0.25  0.137
N 1.24 -1.68 -0.18  0.324
C 2.61 -1.18 -0.49  -0.769
C 3.53 -1.05 0.86  -0.442
C 4.64 0.08 0.56  0.143
S 5.24 0.95 2.10  -0.187
H -1.05 2.66 1.86  0.281
H -2.07 1.14 1.56  0.277
H -1.87 2.51 0.23  0.299
H 2.57 1.84 0.80  -0.211
H 1.90 0.93 2.34  0.336
H 1.35 2.65 1.97  0.396
H -0.57 1.83 -1.98  0.345
H 0.69 2.96 -1.26  0.215
H 1.22 1.31 -2.06  0.309
H -2.24 -0.85 0.70  0.242
H -2.57 -3.44 0.49  0.313
H -0.41 -5.00 -0.07  0.353
H 1.97 -3.80 -0.49  0.323
H 3.12 -2.01 -1.11  0.428
H 2.64 -0.24 -1.13  0.044
H 2.92 -0.89 1.80  0.329
H 4.09 -2.06 0.96  0.402
H 5.53 -0.45 0.05  0.416
H 4.28 0.90 -0.19  -0.562
H 4.81 2.28 1.95  0.145
C -4.94 -2.51 3.29  -1.184
C -5.79 -3.66 3.81  -0.343
N -6.71 -4.20 2.81  0.077
C -7.71 -5.10 3.38  -0.692
C -7.23 -6.40 4.01  -0.946
C -6.10 -4.65 1.56  -0.702
C -5.02 -5.73 1.64  -0.956
H -5.56 -1.71 2.87  0.339
H -4.35 -2.08 4.11  0.473
H -4.23 -2.84 2.53  0.003
H -6.38 -3.26 4.64  0.464
H -5.14 -4.43 4.22  0.250
H -8.46 -5.34 2.61  0.353
H -8.27 -4.54 4.14  0.404
H -6.94 -7.13 3.26  0.222
H -8.04 -6.85 4.59  0.392
H -6.39 -6.25 4.69  0.269
H -5.67 -3.78 1.06  0.354
H -6.89 -4.99 0.88  0.342
H -4.30 -5.54 2.44  0.224
H -4.47 -5.76 0.70  0.370
H -5.45 -6.72 1.79  0.296
C 4.66 2.83 -2.34  -1.150
C 4.56 3.68 -3.59  -0.585
N 3.45 4.63 -3.58  0.218
C 3.19 5.24 -4.88  -0.669
C 4.28 6.14 -5.47  -0.981
C 3.39 5.54 -2.44  -0.551
C 4.60 6.44 -2.19  -1.104
H 3.72 2.29 -2.15  0.093
H 5.45 2.08 -2.46  0.515
H 4.91 3.42 -1.46  0.325
H 4.43 3.00 -4.44  0.457
H 5.52 4.19 -3.75  0.286
H 2.25 5.80 -4.84  0.348
H 3.00 4.43 -5.60  0.405
H 4.31 7.11 -4.97  0.220
H 4.06 6.33 -6.52  0.403
H 5.27 5.68 -5.42  0.272
H 3.23 4.94 -1.53  0.113
H 2.49 6.16 -2.51  0.468
H 5.55 5.92 -2.29  0.243
H 4.55 6.85 -1.18  0.394
H 4.60 7.30 -2.87  0.286

Properties
Charge: +1
HOMO-LUMO gap, eV: 5.36

The following is a quantum chemistry calculation of a single C10H22NOP molecule at a distorted geometry, from the Open Molecules 2025 dataset.

Last column: Mulliken charge in e.
Geometry (Å):
C -2.54 0.97 -0.55  -0.970
C -2.89 -0.53 -0.79  -1.091
C -1.66 1.10 0.67  0.357
C -1.67 -1.45 -0.67  0.428
C -0.91 2.44 0.85  -1.352
C -2.15 -2.91 -0.33  -1.525
C 3.31 -0.37 -1.16  -1.891
C 2.35 1.52 0.12  -1.671
C 2.46 -0.62 1.28  -1.848
C 2.31 -0.02 -0.08  1.945
N 1.06 -0.44 -0.71  -0.749
O -0.44 -1.14 1.95  -0.800
P -0.64 -0.56 0.60  0.811
H -1.96 1.28 -1.35  0.419
H -3.45 1.69 -0.42  0.339
H -3.45 -0.85 0.13  0.294
H -3.59 -0.63 -1.55  0.529
H -2.24 0.99 1.59  0.340
H -0.88 -1.47 -1.57  0.283
H -0.83 2.57 1.97  0.364
H -1.62 3.14 0.45  0.441
H 0.03 2.57 0.25  0.152
H -1.41 -3.74 -0.46  0.337
H -2.84 -3.15 -1.09  0.460
H -2.61 -2.90 0.61  0.414
H 2.93 -1.00 -1.80  0.557
H 3.71 0.50 -1.61  0.343
H 4.24 -0.83 -0.72  0.314
H 1.55 1.81 0.89  0.333
H 2.10 2.15 -0.76  0.387
H 3.37 1.80 0.60  0.419
H 2.51 -1.73 1.39  0.301
H 3.41 -0.18 1.59  0.503
H 1.68 -0.28 1.91  0.507
H 0.74 0.30 -1.23  0.317

Properties
SMILES string: C[C@H]1CC[C@H](C)P1(=O)NC(C)(C)C
Charge: 0
HOMO-LUMO gap, eV: 9.72